The following is a DFT calculation (ωB97M-V/def2-TZVPD) of C5H10O as an isolated structure.

The energy relative to the best compared isomer or geometry (same formula, charge and spin) comes out at 102.8 kJ/mol. As for the frontier orbital gap: 10.67 eV. As for the energy: -271.71348 Eh. For the LUMO energy, the calculation gives 1.11 eV.

Geometry as XYZ:
```
16
C5H10O, DFT ωB97M-V/def2-TZVPD
C 1.407 0.824 -0.091
C 0.374 0.134 0.786
C -0.863 0.991 1.097
O -1.651 0.278 0.135
C -0.657 -0.764 0.068
C -0.412 -1.268 -1.335
H 2.111 0.108 -0.530
H 1.985 1.545 0.498
H 0.925 1.372 -0.909
H 0.853 -0.333 1.653
H -0.794 2.061 0.865
H -1.253 0.864 2.117
H -0.960 -1.603 0.714
H -1.333 -1.701 -1.740
H 0.360 -2.047 -1.326
H -0.091 -0.462 -2.001
```

Atom charges from the natural (NBO) analysis, given in e for atoms 1 to 5: -0.615, -0.261, -0.055, -0.537, 0.112